[1]
C2H4N | the ωB97M-V functional and the def2-TZVPD basis

Computed properties:
Electronic energy, eV: -3618.08696
HOMO energy, eV: -16.655
ΔE to the lowest compared entry with this formula, charge and spin, kJ/mol: 138.9
SMILES: C#C[NH3+]
Molar mass, g mol⁻¹: 42.1
Net charge: +1

Each line ends with the Mulliken charge.
Cartesian coordinates (Å):
C  1.691  -0.039  -0.194  -0.06
C  0.531  0.180  -0.039  -0.21
N  -1.002  0.007  0.064  -0.31
H  2.681  -0.093  0.155  0.38
H  -1.452  1.003  0.107  0.43
H  -1.118  -0.760  0.740  0.39
H  -1.332  -0.300  -0.833  0.37


[2]
C2H4N2 | the ωB97M-V functional and the def2-TZVPD basis

Computed properties:
Electronic energy, eV: -5116.92346
HOMO energy, eV: -9.545
ΔE to the lowest compared entry with this formula, charge and spin, kJ/mol: 196.5
SMILES: C=NN=C
Molar mass, g mol⁻¹: 56.1
Net charge: 0

Each line ends with the Mulliken charge.
Cartesian coordinates (Å):
C  -0.993  -0.391  1.275  -0.25
N  -0.408  0.375  0.426  -0.35
N  0.366  -0.354  -0.472  -0.34
C  0.991  0.401  -1.263  -0.26
H  -0.831  -1.487  1.206  0.33
H  -1.642  -0.019  2.068  0.27
H  0.836  1.479  -1.239  0.34
H  1.681  -0.003  -2.002  0.26


[3]
C2H4N2 | the ωB97M-V functional and the def2-TZVPD basis

Computed properties:
Electronic energy, eV: -5114.99592
HOMO energy, eV: -10.038
ΔE to the lowest compared entry with this formula, charge and spin, kJ/mol: 382.5
SMILES: C1[C@@H]2NN12
Molar mass, g mol⁻¹: 56.1
Net charge: 0

Each line ends with the Mulliken charge.
Cartesian coordinates (Å):
C  0.176  -0.592  -0.601  -0.26
C  0.528  0.421  0.489  0.05
N  -0.826  0.779  0.784  -0.38
N  -0.304  0.812  -0.611  -0.31
H  0.983  -0.832  -1.427  0.19
H  -0.581  -1.396  -0.579  0.21
H  1.531  0.733  0.965  0.27
H  -1.506  0.075  0.980  0.23


[4]
C2H4N2 | the ωB97M-V functional and the def2-TZVPD basis

Computed properties:
Electronic energy, eV: -5115.18159
HOMO energy, eV: -10.474
ΔE to the lowest compared entry with this formula, charge and spin, kJ/mol: 364.6
SMILES: CC1N=N1
Molar mass, g mol⁻¹: 56.1
Net charge: 0

Each line ends with the Mulliken charge.
Cartesian coordinates (Å):
C  -0.962  -0.294  -0.229  -0.99
C  0.702  0.251  0.385  0.20
N  1.859  -0.583  0.422  -0.23
N  1.715  0.153  -0.540  -0.25
H  -0.963  -0.842  -1.180  0.34
H  -1.352  0.629  -0.484  0.31
H  -1.510  -0.469  0.698  0.30
H  0.510  1.156  0.928  0.33


[5]
C2H4N2 | the ωB97M-V functional and the def2-TZVPD basis

Computed properties:
Electronic energy, eV: -5116.43984
HOMO energy, eV: -7.477
ΔE to the lowest compared entry with this formula, charge and spin, kJ/mol: 243.2
Molar mass, g mol⁻¹: 56.1
Net charge: 0

Each line ends with the Mulliken charge.
Cartesian coordinates (Å):
N  0.720  0.151  0.550  -0.39
C  -0.614  -0.448  0.184  -0.75
C  -1.117  0.145  -0.988  0.41
N  -1.567  0.692  -1.919  -0.46
H  1.552  -0.204  0.057  0.31
H  0.680  1.157  0.373  0.34
H  0.884  0.037  1.551  0.36
H  -0.539  -1.530  0.192  0.19


[6]
C2H4N2O | the ωB97M-V functional and the def2-TZVPD basis

Computed properties:
Electronic energy, eV: -7163.14124
HOMO energy, eV: -10.010
ΔE to the lowest compared entry with this formula, charge and spin, kJ/mol: 322.1
SMILES: C[N@H+]1N=C1[O-]
Molar mass, g mol⁻¹: 72.1
Net charge: 0

Each line ends with the Mulliken charge.
Cartesian coordinates (Å):
C  -0.045  -0.918  -0.748  -0.60
N  0.484  0.529  -0.158  -0.27
N  -0.881  0.603  0.556  -0.49
C  -0.105  0.984  1.434  0.66
O  0.301  1.293  2.507  -0.45
H  -0.949  -0.929  -1.355  0.30
H  -0.042  -1.636  0.069  0.28
H  0.801  -1.151  -1.395  0.29
H  0.435  1.225  -0.910  0.28


[7]
C2H4N2O | the ωB97M-V functional and the def2-TZVPD basis

Computed properties:
Electronic energy, eV: -7162.07483
HOMO energy, eV: -8.722
ΔE to the lowest compared entry with this formula, charge and spin, kJ/mol: 425.0
Molar mass, g mol⁻¹: 72.1
Net charge: 0

Each line ends with the Mulliken charge.
Cartesian coordinates (Å):
C  0.835  2.229  0.497  0.78
C  -0.256  1.564  0.225  -0.91
N  -0.277  -2.323  -0.292  -0.21
N  -0.433  -1.136  -0.401  -0.30
O  1.809  2.811  0.863  -0.42
H  -1.031  2.168  -0.236  0.22
H  -0.250  0.552  -0.140  0.35
H  -1.153  -3.044  -0.397  0.26
H  0.757  -2.821  -0.120  0.23


[8]
C2H4N2O | the ωB97M-V functional and the def2-TZVPD basis

Computed properties:
Electronic energy, eV: -7166.40010
HOMO energy, eV: -9.999
ΔE to the lowest compared entry with this formula, charge and spin, kJ/mol: 7.7
SMILES: [H]/N=C/NC=O
Molar mass, g mol⁻¹: 72.1
Net charge: 0

Each line ends with the Mulliken charge.
Cartesian coordinates (Å):
H  0.245  -1.739  1.792  0.23
N  0.014  -1.295  0.911  -0.61
C  0.399  -0.084  0.886  0.08
N  0.128  0.713  -0.219  -0.13
C  -0.543  0.222  -1.322  0.02
O  -0.753  0.885  -2.310  -0.52
H  0.927  0.445  1.688  0.33
H  0.425  1.677  -0.266  0.22
H  -0.841  -0.824  -1.160  0.37


[9]
C2H4N2O | the ωB97M-V functional and the def2-TZVPD basis

Computed properties:
Electronic energy, eV: -7160.99865
HOMO energy (alpha / beta), eV: -6.183 / -11.090
Multiplicity: 3
ΔE to the lowest compared entry with this formula, charge and spin, kJ/mol: 85.7
Molar mass, g mol⁻¹: 72.1
Net charge: 0

Each line ends with the Löwdin spin population.
Cartesian coordinates (Å):
C  1.526  0.766  -1.948  0.00
C  -1.436  -0.117  1.373  0.71
N  1.924  0.700  -0.853  0.01
N  -0.654  -0.851  0.697  1.03
O  1.367  0.832  -3.081  0.00
H  -2.254  -0.534  1.872  0.10
H  -1.058  0.974  1.651  0.08
H  1.604  0.082  -0.155  0.01
H  -1.021  -1.852  0.444  0.05


[10]
C2H4N2O | the ωB97M-V functional and the def2-TZVPD basis

Computed properties:
Electronic energy, eV: -7158.42016
HOMO energy (alpha / beta), eV: -6.610 / -8.829
Multiplicity: 3
ΔE to the lowest compared entry with this formula, charge and spin, kJ/mol: 334.4
Molar mass, g mol⁻¹: 72.1
Net charge: 0

Each line ends with the Löwdin spin population.
Cartesian coordinates (Å):
C  1.660  1.421  -0.841  0.77
C  -2.464  0.314  -0.891  0.00
N  -1.967  0.618  1.372  0.00
N  -2.468  0.488  0.269  0.00
O  2.252  0.395  -0.600  0.96
H  1.805  2.502  -0.404  0.14
H  -2.910  0.606  -1.807  0.00
H  0.764  1.449  -1.457  0.13
H  -2.545  0.491  2.100  0.00